Entry 1:
{"formula": "C3H8NS", "method": "wB97M-V/def2-TZVPD", "elements": ["C", "C", "S", "C", "N", "H", "H", "H", "H", "H", "H", "H", "H"], "positions_angstrom": [[-0.013, 0.094, 0.591], [1.152, 1.142, 0.654], [2.794, 0.487, 0.182], [-0.417, -0.287, -0.852], [-1.561, -1.288, -0.878], [0.218, -0.799, 1.185], [-1.007, 0.501, 1.066], [0.868, 2.063, -0.152], [1.060, 1.693, 1.737], [-0.910, 0.578, -1.267], [0.544, -0.583, -1.312], [-1.064, -2.190, -1.123], [-1.664, -1.410, 0.169]], "forces_ev_per_angstrom": [[-1.54, 1.16, 0.28], [-1.40, 2.66, -0.06], [-0.56, 0.08, 0.40], [-0.14, 0.19, 1.04], [2.29, -1.64, 1.63], [0.35, 0.01, -0.19], [1.63, -0.31, -0.53], [0.46, -2.28, 2.09], [0.53, -1.32, -2.35], [0.73, 0.63, -0.59], [-0.81, 0.00, -0.45], [-1.03, 1.01, 0.23], [-0.51, -0.17, -1.49]], "charge": -1, "lumo_energy_ev": 4.28, "relative_energy_kj_mol": 121.4}

***

Entry 2:
{"formula": "C3H8NS", "method": "wB97M-V/def2-TZVPD", "elements": ["C", "S", "H", "H", "H", "C", "C", "N", "H", "H", "H", "H", "H"], "positions_angstrom": [[0.220, 0.189, 3.993], [-0.104, -1.558, 3.482], [0.770, 0.625, 3.156], [-0.712, 0.760, 3.947], [0.702, 0.025, 4.954], [0.580, 0.994, -2.335], [0.264, -0.303, -2.400], [-1.113, -0.813, -2.610], [-0.002, 1.832, -2.214], [1.578, 1.313, -2.440], [0.887, -1.154, -2.632], [-1.820, -0.171, -2.634], [-1.250, -1.738, -2.268]], "forces_ev_per_angstrom": [[-0.61, -1.07, -1.31], [-0.28, -0.29, -0.19], [0.82, 0.18, 0.64], [-0.05, -0.02, 0.89], [0.11, 1.18, -0.05], [1.22, -2.23, -0.21], [-3.51, -0.23, -1.50], [4.83, -0.40, 0.13], [-2.16, 1.24, 0.31], [1.39, -0.21, 0.07], [0.87, 0.41, 0.51], [-2.13, 1.54, 0.40], [-0.51, -0.11, 0.32]], "charge": -1, "lumo_energy_ev": 3.44, "relative_energy_kj_mol": 201.4}

***

Entry 3:
{"formula": "C3H8NS", "method": "wB97M-V/def2-TZVPD", "elements": ["C", "N", "C", "C", "S", "H", "H", "H", "H", "H", "H", "H", "H"], "positions_angstrom": [[-0.048, 2.263, -1.363], [1.084, 1.545, -0.670], [0.909, 0.144, -0.290], [-0.448, -0.223, 0.343], [-0.671, -1.968, 0.961], [0.473, 3.105, -1.829], [-0.603, 1.636, -2.041], [-0.662, 2.671, -0.557], [1.269, 2.111, 0.150], [1.745, -0.003, 0.406], [1.057, -0.530, -1.136], [-0.600, 0.456, 1.191], [-1.205, 0.039, -0.407]], "forces_ev_per_angstrom": [[1.87, 0.07, 1.71], [-0.56, 0.55, -1.05], [-0.26, -0.30, 0.68], [0.23, -0.10, 0.35], [0.29, 0.78, -0.49], [-0.58, -0.04, -0.52], [-0.04, -0.08, -0.22], [-0.74, -0.02, -0.45], [0.08, -0.34, 0.06], [-0.28, -0.53, 0.00], [0.17, 0.16, -0.20], [-0.07, 0.06, 0.00], [-0.11, -0.20, 0.13]], "charge": -1, "lumo_energy_ev": 3.83, "relative_energy_kj_mol": 87.0}

***

Number 1 is which compound?
C3H8NS